[1]
Entry from the Open Molecules 2025 dataset: a structure of composition C29H32BCl5N4O3Ru (the ωB97M-V functional and the def2-TZVPD basis).

- Kohn-Sham gap (alpha / beta) (eV) = 2.60 / 2.62
- net charge = -2
- LUMO level (alpha / beta) (eV) = 3.923 / 3.923
- highest occupied orbital energy (alpha / beta) (eV) = 1.3 / 1.3

Element x y z (Å)
Ru  0.597  0.337  -1.961
Cl  2.130  -2.843  -0.419
C  2.676  -2.121  -1.933
C  2.117  -0.943  -2.406
C  2.746  -0.473  -3.572
Cl  1.421  0.480  -4.807
C  3.836  -1.026  -4.180
Cl  4.826  -0.038  -5.340
C  4.324  -2.232  -3.708
Cl  5.671  -3.053  -4.525
C  3.720  -2.805  -2.607
Cl  4.154  -4.436  -2.140
C  0.762  -1.085  7.022
C  -0.248  -0.915  5.886
C  -1.162  0.270  6.229
C  -1.096  -2.194  5.819
C  0.428  -0.660  4.537
C  1.792  -0.430  4.416
C  2.401  -0.171  3.178
C  1.605  -0.146  2.057
O  1.928  0.088  0.782
B  0.709  -0.020  -0.046
O  -0.337  -0.287  0.951
C  0.228  -0.372  2.166
C  -0.371  -0.625  3.377
H  0.234  -1.318  7.951
H  1.340  -0.172  7.186
H  1.461  -1.897  6.813
H  -1.679  0.101  7.180
H  -1.913  0.418  5.451
H  -0.580  1.191  6.309
H  -1.534  -2.412  6.799
H  -0.484  -3.045  5.515
H  -1.911  -2.099  5.102
H  2.426  -0.458  5.293
H  3.469  -0.007  3.100
H  -1.441  -0.791  3.413
O  -0.910  2.240  -1.907
N  -1.978  2.051  -2.635
C  -1.894  1.318  -3.775
C  -3.056  1.111  -4.517
C  -4.282  1.576  -4.070
C  -4.340  2.286  -2.865
C  -3.172  2.496  -2.176
H  -0.906  1.050  -4.112
H  -2.957  0.560  -5.442
H  -5.185  1.391  -4.640
H  -5.267  2.666  -2.460
H  -3.106  3.008  -1.228
C  0.858  3.056  0.442
C  1.674  3.118  -0.800
N  1.975  2.133  -1.616
C  2.756  2.676  -2.618
C  2.937  4.000  -2.395
N  2.248  4.271  -1.227
H  -0.135  2.669  0.211
H  0.765  4.051  0.883
H  1.328  2.393  1.168
H  3.135  2.052  -3.410
H  3.469  4.758  -2.942
H  2.113  5.166  -0.797
C  -2.577  -2.242  -3.161
C  -1.850  -1.558  -1.986
C  -1.206  -2.663  -1.141
C  -2.908  -0.826  -1.140
N  -0.890  -0.637  -2.543
H  -3.344  -2.944  -2.812
H  -1.849  -2.786  -3.769
H  -3.052  -1.491  -3.797
H  -1.957  -3.392  -0.813
H  -0.719  -2.246  -0.262
H  -0.444  -3.181  -1.728
H  -3.605  -1.537  -0.678
H  -3.492  -0.151  -1.773
H  -2.422  -0.249  -0.357

=====

[2]
Entry from the Open Molecules 2025 dataset: a structure of composition C29H32Cl2N6Rh (the ωB97M-V functional and the def2-TZVPD basis).

- Kohn-Sham gap (alpha / beta) (eV) = 6.86 / 6.86
- net charge = +3
- LUMO level (alpha / beta) (eV) = -9.588 / -9.587
- highest occupied orbital energy (alpha / beta) (eV) = -16.4 / -16.4

Element x y z (Å)
Rh  0.319  -0.442  0.107
C  0.194  -0.547  -4.239
C  1.543  -0.548  -4.551
C  2.479  -0.531  -3.524
C  2.052  -0.513  -2.212
N  0.721  -0.491  -1.919
C  -0.179  -0.523  -2.906
C  2.978  -0.551  -1.040
C  4.360  -0.643  -1.063
C  5.040  -0.654  0.151
C  4.346  -0.559  1.352
C  2.964  -0.453  1.306
N  2.349  -0.474  0.129
C  2.026  -0.257  2.450
C  2.440  -0.099  3.757
C  1.496  0.110  4.756
C  0.155  0.159  4.419
C  -0.203  -0.008  3.092
N  0.702  -0.214  2.131
H  -0.562  -0.578  -5.011
H  1.865  -0.581  -5.584
H  3.537  -0.544  -3.748
H  -1.218  -0.560  -2.602
H  4.902  -0.708  -1.996
H  6.119  -0.723  0.158
H  4.877  -0.568  2.293
H  3.493  -0.131  3.997
H  1.805  0.236  5.785
H  -0.609  0.321  5.167
H  -1.239  0.013  2.778
Cl  0.637  3.503  2.009
C  1.717  3.781  0.645
Cl  1.562  2.470  -0.568
H  2.740  3.787  1.000
H  1.457  4.716  0.164
C  -3.374  2.998  -2.595
N  -2.636  3.337  -1.336
C  -3.477  4.078  -0.339
C  -1.839  2.196  -0.752
C  -2.552  0.932  -0.309
C  -3.941  0.805  -0.255
C  -4.559  -0.359  0.165
C  -3.785  -1.431  0.566
C  -2.402  -1.314  0.536
C  -1.750  -0.153  0.090
H  -3.806  3.909  -3.000
H  -4.162  2.283  -2.393
H  -2.672  2.578  -3.311
H  -1.924  4.008  -1.623
H  -4.264  3.443  0.046
H  -3.917  4.941  -0.832
H  -2.841  4.408  0.479
H  -1.295  2.622  0.093
H  -1.101  1.936  -1.514
H  -4.588  1.621  -0.541
H  -5.638  -0.421  0.178
H  -4.247  -2.348  0.909
H  -1.828  -2.166  0.872
C  0.181  -3.285  2.501
C  0.407  -3.459  1.044
N  0.454  -2.540  0.075
C  0.675  -3.217  -1.121
C  0.769  -4.538  -0.862
N  0.599  -4.665  0.492
H  -0.127  -2.275  2.721
H  1.090  -3.506  3.063
H  -0.595  -3.965  2.852
H  0.743  -2.733  -2.072
H  0.929  -5.380  -1.513
H  0.608  -5.537  1.001

=====

[3]
Entry from the Open Molecules 2025 dataset: the molecule C29H32Cl2O (the ωB97M-V functional and the def2-TZVPD basis).

- Kohn-Sham gap (eV) = 6.89
- LUMO level (eV) = -0.700
- highest occupied orbital energy (eV) = -7.6

Element x y z (Å)
Cl  -6.719  4.134  2.312
C  -5.297  3.192  2.208
C  -5.376  1.795  2.200
C  -4.213  1.038  2.047
C  -2.959  1.641  1.886
C  -1.769  0.853  1.545
C  -0.546  1.407  1.289
C  0.376  1.197  0.139
C  1.796  1.698  0.325
C  2.592  1.824  -0.830
C  3.829  2.494  -0.772
C  4.230  3.113  0.462
Cl  5.553  4.202  0.416
C  3.463  2.927  1.607
C  2.305  2.147  1.557
C  -2.889  3.056  1.939
C  -4.057  3.832  2.095
H  -6.337  1.321  2.291
H  -4.252  -0.048  2.069
H  -1.921  -0.226  1.513
H  -0.196  2.153  1.968
H  -0.056  1.568  -0.830
H  2.213  1.443  -1.824
H  4.476  2.541  -1.645
H  3.819  3.417  2.546
H  1.755  1.932  2.477
H  -1.913  3.567  1.869
H  -3.999  4.929  2.100
C  3.200  -3.691  0.995
C  2.454  -2.381  0.675
C  2.000  -1.773  2.015
C  3.471  -1.420  0.034
C  1.239  -2.643  -0.265
C  0.399  -1.551  -0.715
O  0.621  -0.445  -0.024
C  -0.624  -1.764  -1.701
C  -1.404  -0.647  -2.425
C  -2.375  -1.153  -3.487
C  -0.438  0.340  -3.075
C  -2.293  0.100  -1.430
C  -0.943  -3.097  -2.002
C  -0.194  -4.165  -1.502
C  0.865  -3.919  -0.649
H  3.552  -4.179  0.058
H  4.076  -3.507  1.646
H  2.529  -4.407  1.512
H  1.495  -0.834  1.812
H  1.300  -2.445  2.528
H  2.873  -1.561  2.664
H  3.027  -0.433  -0.099
H  4.346  -1.296  0.698
H  3.809  -1.790  -0.940
H  -3.165  -1.790  -3.067
H  -2.886  -0.310  -3.971
H  -1.885  -1.733  -4.278
H  0.333  0.643  -2.370
H  0.051  -0.118  -3.933
H  -0.972  1.235  -3.429
H  -1.678  0.512  -0.639
H  -2.834  0.930  -1.914
H  -3.032  -0.551  -0.951
H  -1.775  -3.335  -2.654
H  -0.467  -5.183  -1.791
H  1.417  -4.792  -0.288

=====

[4]
Entry from the Open Molecules 2025 dataset: a structure of composition C29H32ClEuN12O3P (the ωB97M-V functional and the def2-TZVPD basis).

- Kohn-Sham gap (alpha / beta) (eV) = 4.68 / 7.31
- LUMO level (alpha / beta) (eV) = 0.190 / 0.189
- highest occupied orbital energy (alpha / beta) (eV) = -4.5 / -7.1
- ⟨S²⟩ = 15.760
- spin multiplicity = 8

Element x y z (Å)
Eu  -0.609  0.833  0.009
O  -2.427  -1.987  4.212
C  -1.144  -2.370  4.187
C  -0.800  -3.557  4.840
C  0.510  -3.990  4.871
C  1.513  -3.249  4.250
C  1.175  -2.087  3.584
C  -0.141  -1.634  3.531
C  -0.443  -0.422  2.731
O  0.429  0.077  1.968
N  -1.674  0.083  2.888
N  -1.964  1.042  1.973
C  -2.855  1.918  2.232
C  -3.108  2.955  1.237
C  -3.997  3.997  1.501
C  -4.177  4.988  0.555
C  -3.482  4.897  -0.642
C  -2.628  3.819  -0.825
N  -2.419  2.881  0.086
H  -2.461  -1.096  3.764
H  -1.592  -4.122  5.316
H  0.754  -4.908  5.392
H  2.545  -3.575  4.296
H  1.923  -1.498  3.070
H  -3.381  1.941  3.187
H  -4.528  4.017  2.445
H  -4.848  5.815  0.746
H  -3.605  5.638  -1.420
H  -2.095  3.699  -1.763
C  -0.134  -1.682  -5.287
N  -0.014  -0.595  -4.337
C  -0.176  0.732  -4.610
C  -0.003  1.384  -3.422
N  0.255  0.485  -2.430
C  0.257  -0.703  -3.005
P  0.529  -2.320  -2.192
C  -0.917  -2.398  -1.085
N  -1.056  -1.747  0.058
C  -2.243  -2.172  0.582
C  -2.821  -3.086  -0.251
N  -1.969  -3.228  -1.306
C  -2.166  -4.069  -2.465
C  1.710  -1.774  -0.917
N  1.859  -0.549  -0.455
C  2.830  -0.627  0.501
C  3.271  -1.914  0.617
N  2.538  -2.644  -0.276
C  2.617  -4.076  -0.479
H  -0.047  -1.287  -6.296
H  -1.101  -2.177  -5.191
H  0.656  -2.411  -5.122
H  -0.418  1.094  -5.595
H  -0.068  2.439  -3.211
H  -2.616  -1.802  1.521
H  -3.759  -3.611  -0.196
H  -3.118  -4.585  -2.377
H  -1.374  -4.814  -2.546
H  -2.184  -3.464  -3.372
H  3.132  0.240  1.066
H  3.988  -2.365  1.282
H  3.436  -4.472  0.115
H  2.801  -4.302  -1.529
H  1.694  -4.564  -0.166
C  4.362  4.394  -0.539
N  3.091  3.795  -0.205
C  2.253  4.203  0.906
C  1.057  3.259  0.730
O  0.064  3.190  1.419
N  1.284  2.469  -0.359
C  2.475  2.783  -0.844
N  2.984  2.128  -1.889
H  4.379  5.415  -0.165
H  4.490  4.430  -1.622
H  5.201  3.849  -0.098
H  1.944  5.248  0.838
H  2.738  4.033  1.870
H  2.475  1.287  -2.141
H  3.955  2.211  -2.127
Cl  -2.612  0.265  -1.622

=====

[5]
Entry from the Open Molecules 2025 dataset: a structure of composition C29H32CrN2OPS (the ωB97M-V functional and the def2-TZVPD basis).

- Kohn-Sham gap (alpha / beta) (eV) = 5.73 / 6.16
- net charge = +1
- LUMO level (alpha / beta) (eV) = -4.128 / -4.112
- highest occupied orbital energy (alpha / beta) (eV) = -9.9 / -10.3
- ⟨S²⟩ = 6.053
- spin multiplicity = 5

Element x y z (Å)
Cr  -0.019  -0.280  -1.487
C  -0.552  -3.228  2.329
C  -0.352  -2.102  3.295
C  -0.402  -2.314  4.667
C  -0.311  -1.256  5.554
C  -0.171  0.037  5.076
C  -0.087  0.265  3.714
C  -0.158  -0.802  2.820
P  0.104  -0.527  1.013
C  -0.319  1.257  0.899
C  0.661  2.223  0.662
C  0.327  3.563  0.609
C  -0.997  3.953  0.748
C  -1.976  3.000  0.961
C  -1.658  1.649  1.047
C  -2.747  0.668  1.349
C  1.932  -0.527  0.914
C  2.745  -0.048  1.933
C  4.098  0.146  1.714
C  4.650  -0.151  0.477
C  3.859  -0.697  -0.518
C  2.495  -0.920  -0.317
C  1.643  -1.517  -1.359
H  -0.361  -4.192  2.793
H  0.107  -3.111  1.465
H  -1.587  -3.223  1.979
H  -0.502  -3.324  5.037
H  -0.350  -1.439  6.617
H  -0.118  0.869  5.762
H  0.043  1.277  3.351
H  1.695  1.924  0.553
H  1.103  4.302  0.481
H  -1.264  4.998  0.705
H  -3.007  3.302  1.074
H  -3.606  0.839  0.700
H  -3.080  0.798  2.379
H  -2.399  -0.359  1.234
H  2.315  0.211  2.889
H  4.716  0.541  2.506
H  5.699  0.029  0.287
H  4.304  -0.963  -1.468
H  1.301  -2.510  -1.040
H  2.216  -1.651  -2.282
C  -3.529  -2.273  -2.694
C  -2.551  -1.959  -3.821
C  -1.266  -2.495  -3.206
O  -1.299  -2.005  -1.858
C  -2.682  -1.968  -1.451
H  -3.812  -3.325  -2.719
H  -4.429  -1.667  -2.729
H  -2.473  -0.879  -3.963
H  -2.811  -2.422  -4.766
H  -0.347  -2.145  -3.680
H  -1.271  -3.593  -3.185
H  -2.899  -0.963  -1.075
H  -2.827  -2.697  -0.647
S  -1.704  1.529  -2.436
C  -0.146  2.006  -2.820
N  0.100  3.091  -3.588
C  1.379  3.475  -3.908
C  2.419  2.737  -3.386
C  2.137  1.624  -2.608
N  0.861  1.231  -2.347
H  -0.696  3.623  -3.923
H  1.504  4.324  -4.558
H  3.437  3.024  -3.579
H  2.918  1.018  -2.175

=====

[6]
Entry from the Open Molecules 2025 dataset: a structure of composition C29H32IrN6O8S3 (the ωB97M-V functional and the def2-TZVPD basis).

- Kohn-Sham gap (eV) = 6.35
- net charge = -1
- LUMO level (eV) = 2.419
- highest occupied orbital energy (eV) = -3.9

Element x y z (Å)
Ir  0.256  -0.082  -0.087
C  -4.289  -1.503  2.873
O  -3.784  -2.367  1.860
C  -3.594  -3.676  2.154
C  -4.363  -4.381  3.071
C  -4.172  -5.745  3.246
C  -3.204  -6.411  2.512
C  -2.397  -5.701  1.635
C  -2.565  -4.334  1.453
N  -1.696  -3.639  0.591
C  -1.430  -2.273  0.678
N  -1.158  -1.908  1.937
C  -0.992  -0.615  2.487
C  -0.460  0.426  1.731
C  -0.298  1.641  2.411
C  -0.659  1.807  3.740
C  -1.159  0.737  4.473
C  -1.306  -0.481  3.838
O  -1.758  -1.608  4.523
C  -0.793  -2.114  5.440
N  -1.374  -1.463  -0.357
C  -2.051  -1.792  -1.585
C  -3.143  -2.675  -1.554
C  -3.764  -3.160  -2.690
C  -3.337  -2.730  -3.933
C  -2.397  -1.721  -3.991
C  -1.789  -1.196  -2.850
O  0.967  -0.998  -1.822
C  2.128  -0.753  -2.528
H  -4.135  -0.492  2.503
H  -3.730  -1.644  3.801
H  -5.355  -1.677  3.044
H  -5.131  -3.863  3.628
H  -4.786  -6.283  3.957
H  -3.052  -7.475  2.639
H  -1.604  -6.198  1.091
H  -1.550  -4.033  -0.325
H  -1.243  -2.642  2.623
H  0.166  2.470  1.887
H  -0.521  2.767  4.224
H  -1.424  0.834  5.518
H  -0.752  -1.500  6.343
H  0.199  -2.138  4.981
H  -1.102  -3.125  5.706
H  -3.549  -2.970  -0.604
H  -4.583  -3.860  -2.588
H  -3.768  -3.123  -4.845
H  -2.131  -1.301  -4.946
H  3.051  -0.910  -1.953
H  2.180  0.282  -2.923
H  2.156  -1.425  -3.402
N  -0.929  4.131  -1.081
C  -1.901  3.932  -0.014
C  -2.262  2.458  0.121
O  -3.188  2.050  0.758
O  -1.439  1.660  -0.577
H  -0.376  4.966  -0.965
H  -1.355  4.144  -2.000
H  -0.781  2.252  -1.013
H  -2.832  4.495  -0.114
H  -1.446  4.207  0.940
O  1.536  -1.303  0.783
S  2.870  -0.514  0.996
O  3.965  -1.060  0.241
O  3.132  -0.324  2.402
S  2.156  1.232  0.150
C  0.325  -0.783  -7.781
C  0.048  0.269  -6.746
C  0.240  1.620  -7.010
C  -0.032  2.490  -5.967
N  -0.464  2.097  -4.780
C  -0.603  0.765  -4.615
S  -0.969  0.370  -2.977
N  -0.357  -0.156  -5.553
H  0.076  -0.431  -8.782
H  -0.243  -1.682  -7.552
H  1.385  -1.043  -7.768
H  0.582  1.971  -7.972
H  0.092  3.562  -6.099